DFT (ωB97M-V/def2-TZVPD) results for a 2-piece molecular cluster, C4H13NOS overall in a non-equilibrium geometry.

ORCA input file:
```
! wB97M-V def2-TZVPD RIJCOSX def2/J DEFGRID3
* xyz 0 1
C -1.9113 -2.0815 1.2301
S -0.2934 -1.6897 1.9870
C 0.6759 -1.1329 0.5586
C 1.1541 0.3087 0.6558
C 1.5958 0.8628 -0.7030
N 0.4746 0.8693 -1.6518
H -2.1742 -3.1038 1.4657
H -1.8695 -1.8702 0.1669
H -2.6159 -1.3978 1.6981
H -0.0044 -1.2828 -0.2730
H 1.5204 -1.8094 0.4412
H 1.9994 0.3584 1.3269
H 0.3115 0.9240 1.0041
H 1.9139 1.8969 -0.5783
H 2.4158 0.2375 -1.0640
H 0.7631 1.3516 -2.4951
H 0.2709 -0.0742 -1.9682
O -1.2855 2.8700 -0.4072
H -2.1969 2.5777 -0.5451
H -0.7444 2.1853 -0.8484
*
```

Its SMILES is CSCCCN.O. The value obtained for the frontier orbital gap is 9.31 eV.